Record 1
Computed, not measured: 2 unconnected molecules or ions with the total composition C5H8O, with ωB97M-V with the def2-TZVPD basis set.

Summary:
SMILES: C=C=CO.C=C
Energy above the lowest of the compared OMol25 structures with the same formula, charge and spin in kcal per mole: 74.3

```
! wB97M-V def2-TZVPD RIJCOSX def2/J DEFGRID3
* xyz 0 1
C 1.518 1.116 -0.557
C 1.425 0.207 0.377
C 1.104 -0.718 1.246
O 1.056 -2.066 1.009
H 0.602 1.414 -1.070
H 2.444 1.604 -0.853
H 0.833 -0.482 2.270
H 1.266 -2.208 0.076
C -1.748 0.579 -0.955
C -1.693 -0.206 0.115
H -1.948 1.645 -0.868
H -1.558 0.195 -1.956
H -1.456 -1.266 0.047
H -1.846 0.187 1.118
*
```

Okay, here come the natural (NBO) numbers, in e, for every atom: C -0.4306; C -0.0545; C 0.0649; O -0.6756; H 0.2155; H 0.2136; H 0.2006; H 0.4795; C -0.4210; C -0.3729; H 0.1952; H 0.1943; H 0.1966; H 0.1945

Record 2
Computed, not measured: 8 unconnected molecules or ions with the total composition C27H58O21S5, with ωB97M-V with the def2-TZVPD basis set.

Summary:
SMILES: CCOS(C)(=O)=O.CCOS(C)(=O)=O.CCOS(C)(=O)=O.CCOS(C)(=O)=O.CCOS(C)(=O)=O.O=C1CCCO1.O=C1CCCO1.O=C1CCCO1
Energy above the lowest of the compared OMol25 structures with the same formula, charge and spin in kcal per mole: 82.4

```
! wB97M-V def2-TZVPD RIJCOSX def2/J DEFGRID3
* xyz 0 1
C 25.912 -17.842 8.207
C 27.294 -17.400 7.758
O 28.318 -18.117 8.497
S 29.049 -17.349 9.706
C 27.743 -17.355 10.938
O 30.159 -18.145 10.249
O 29.277 -15.975 9.372
H 25.778 -17.339 9.165
H 26.005 -18.922 8.323
H 25.068 -17.696 7.534
H 27.312 -17.492 6.672
H 27.255 -16.373 8.121
H 27.034 -16.527 10.915
H 28.279 -17.414 11.885
H 27.125 -18.248 10.846
C 21.601 -22.135 6.843
C 22.310 -20.808 6.686
O 23.044 -20.774 5.472
S 24.632 -21.377 5.583
C 24.503 -22.664 4.348
O 25.453 -20.288 5.105
O 24.919 -21.968 6.927
H 22.179 -23.055 6.752
H 20.982 -22.290 5.959
H 20.908 -22.182 7.683
H 21.610 -19.973 6.724
H 22.969 -20.593 7.528
H 23.914 -23.558 4.553
H 25.554 -22.948 4.283
H 24.245 -21.931 3.584
C 17.986 -21.267 11.237
C 19.331 -21.239 10.501
O 19.777 -19.904 10.741
S 21.392 -19.568 10.830
C 21.743 -20.073 12.506
O 22.043 -20.476 9.934
O 21.449 -18.139 10.616
H 18.097 -20.862 12.243
H 17.692 -22.314 11.315
H 17.242 -20.689 10.689
H 19.953 -22.055 10.870
H 19.087 -21.277 9.439
H 21.416 -19.308 13.210
H 22.809 -20.294 12.553
H 21.163 -20.964 12.746
C 17.974 -16.540 12.996
C 19.131 -15.525 13.399
O 18.476 -14.260 13.513
S 19.261 -12.777 13.580
C 19.661 -12.582 11.738
O 18.231 -11.798 13.885
O 20.368 -12.900 14.507
H 17.180 -16.573 13.742
H 18.519 -17.477 12.882
H 17.586 -16.294 12.007
H 19.566 -15.892 14.329
H 19.930 -15.527 12.658
H 19.806 -11.506 11.644
H 18.838 -12.952 11.125
H 20.643 -13.038 11.611
C 17.491 -14.923 6.232
C 16.708 -15.854 7.205
O 17.398 -17.096 7.401
S 16.644 -18.446 7.904
C 16.399 -18.017 9.675
O 15.336 -18.444 7.319
O 17.613 -19.516 7.753
H 17.204 -13.873 6.172
H 17.336 -15.402 5.266
H 18.569 -14.940 6.396
H 16.457 -15.294 8.106
H 15.741 -16.033 6.736
H 15.388 -18.388 9.845
H 16.380 -16.957 9.926
H 17.066 -18.571 10.335
O 25.606 -18.042 13.184
C 24.767 -17.223 13.151
C 24.670 -15.882 13.859
C 23.970 -15.061 12.858
C 23.191 -16.127 12.089
O 23.834 -17.336 12.183
H 23.927 -15.996 14.648
H 25.673 -15.487 14.019
H 23.315 -14.338 13.345
H 24.612 -14.523 12.160
H 22.201 -16.168 12.544
H 23.120 -15.860 11.034
O 21.302 -14.328 9.337
C 21.205 -15.165 8.482
C 22.278 -15.752 7.643
C 21.810 -17.177 7.355
C 20.277 -16.966 7.501
O 20.056 -15.886 8.383
H 22.471 -15.223 6.710
H 23.176 -15.738 8.261
H 22.176 -17.352 6.343
H 22.276 -17.809 8.111
H 19.699 -16.648 6.633
H 19.892 -17.921 7.860
O 20.533 -14.051 5.494
C 21.317 -13.194 5.042
C 20.937 -12.001 4.134
C 22.237 -11.925 3.369
C 23.231 -12.213 4.379
O 22.644 -13.224 5.232
H 19.992 -12.340 3.710
H 20.826 -11.051 4.658
H 22.358 -12.627 2.544
H 22.478 -10.961 2.920
H 24.058 -12.689 3.851
H 23.664 -11.290 4.765
*
```

Löwdin atomic charge list, values in e, 99 entries: C -0.0693; C -0.2432; O -0.2497; S 0.6282; C -0.1352; O -0.2879; O -0.2924; H 0.0550; H 0.0876; H 0.0771; H 0.1275; H 0.1038; H 0.0662; H 0.0719; H 0.0674; C -0.0633; C -0.3056; O -0.2605; S 0.6802; C -0.1081; O -0.2929; O -0.3151; H 0.0738; H 0.0766; H 0.0674; H 0.1117; H 0.0888; H 0.0823; H 0.0703; H 0.0657; C -0.0591; C -0.2688; O -0.2897; S 0.6280; C -0.0963; O -0.2669; O -0.2680; H 0.0811; H 0.0815; H 0.0575; H 0.1223; H 0.1095; H 0.0747; H 0.0802; H 0.0684; C -0.0378; C -0.2505; O -0.2955; S 0.6726; C -0.0751; O -0.3054; O -0.3042; H 0.0798; H 0.0618; H 0.0563; H 0.1118; H 0.0987; H 0.0603; H 0.0734; H 0.0424; C -0.0483; C -0.2476; O -0.2852; S 0.6454; C -0.0875; O -0.2807; O -0.2813; H 0.0840; H 0.0812; H 0.0281; H 0.1119; H 0.1072; H 0.0648; H 0.0589; H 0.0399; O 0.1421; C -0.4937; C -0.0690; C -0.1620; C -0.2115; O 0.0219; H 0.1411; H 0.1391; H 0.1196; H 0.1227; H 0.1116; H 0.1217; O 0.0989; C -0.4810; C -0.0906; C -0.1183; C -0.1632; O 0.0226; H 0.1056; H 0.1196; H 0.1208; H 0.0963; H 0.1085; H 0.1081

Record 3
Computed, not measured: a molecular structure, C27H42As3IMnN4O5S, with ωB97M-V with the def2-TZVPD basis set.

Summary:
<S²>: 0.7668
Energy above the lowest of the compared OMol25 structures with the same formula, charge and spin in kcal per mole: 0.0

```
! wB97M-V def2-TZVPD RIJCOSX def2/J DEFGRID3
* xyz 0 2
Mn -0.454 -0.273 -0.339
C 3.392 -0.930 -1.562
As 1.485 -0.753 -2.009
C 1.784 0.352 -3.591
C 1.174 -2.431 -2.994
C 1.065 -3.782 -2.264
C 1.003 -4.854 -3.360
C -0.231 -3.889 -1.455
As -0.556 -2.670 0.042
C -2.324 -3.361 0.468
C 0.477 -3.384 1.524
C 2.293 -4.022 -1.378
As 2.446 -5.814 -0.547
C 3.865 -5.295 0.705
C 3.632 -6.637 -1.876
H 3.912 -1.449 -2.366
H 3.549 -1.461 -0.625
H 3.809 0.073 -1.464
H 2.370 1.234 -3.330
H 0.821 0.655 -3.995
H 2.347 -0.224 -4.326
H 2.005 -2.492 -3.704
H 0.259 -2.234 -3.555
H 0.168 -4.662 -4.037
H 0.860 -5.848 -2.929
H 1.924 -4.862 -3.948
H -0.347 -4.903 -1.062
H -1.081 -3.706 -2.121
H -2.277 -4.431 0.671
H -2.972 -3.188 -0.392
H -2.726 -2.834 1.331
H 0.540 -4.471 1.474
H -0.015 -3.084 2.449
H 1.469 -2.938 1.518
H 2.296 -3.315 -0.547
H 3.211 -3.848 -1.948
H 3.445 -4.690 1.508
H 4.643 -4.726 0.194
H 4.307 -6.190 1.143
H 3.072 -6.895 -2.773
H 4.051 -7.552 -1.458
H 4.446 -5.960 -2.140
C -4.664 -0.387 0.354
C -3.270 -0.340 -0.182
N -2.222 -0.274 0.566
O -2.435 -0.261 1.934
C -2.974 -0.376 -1.599
C -3.984 -0.387 -2.697
N -1.686 -0.363 -1.866
O -1.280 -0.389 -3.079
H -4.664 -0.636 1.411
H -5.258 -1.118 -0.193
H -5.143 0.587 0.230
H -1.589 0.060 2.302
H -4.980 -0.148 -2.330
H -4.019 -1.357 -3.199
H -3.698 0.342 -3.457
O 1.733 2.443 4.376
S 0.127 2.681 3.893
O 0.199 3.804 2.961
N -0.144 1.324 3.032
C 0.788 0.834 2.242
O 0.506 -0.131 1.464
C 2.176 1.323 2.310
C 3.091 0.977 1.321
C 4.407 1.383 1.398
C 4.823 2.132 2.497
C 3.932 2.486 3.491
C 2.602 2.095 3.391
H 2.727 0.374 0.503
H 5.111 1.113 0.621
H 5.856 2.445 2.578
H 4.240 3.069 4.348
I -2.873 4.840 1.468
C -1.505 3.902 0.220
C -0.730 4.619 -0.670
C 0.145 3.912 -1.478
C 0.209 2.537 -1.363
N -0.529 1.839 -0.492
C -1.372 2.526 0.288
H -0.804 5.696 -0.733
H 0.772 4.419 -2.198
H 0.862 1.962 -1.998
H -1.958 1.964 0.996
*
```

Okay, here come the Löwdin numbers, in e, for every atom: Mn 0.2120; C -0.2942; As 1.1731; C -0.2853; C -0.3186; C -0.6831; C -0.0783; C -0.3293; As 1.1827; C -0.2528; C -0.2710; C -0.3824; As 1.1095; C -0.3385; C -0.3434; H 0.0325; H 0.0179; H 0.0192; H 0.0246; H 0.0218; H 0.0329; H 0.0796; H 0.0730; H 0.0908; H 0.0648; H 0.0878; H 0.0626; H 0.0871; H 0.0378; H 0.0312; H 0.0264; H 0.0132; H 0.0370; H 0.0139; H 0.0308; H 0.0773; H 0.0065; H 0.0255; H 0.0177; H 0.0057; H 0.0166; H 0.0245; C 0.0027; C -0.2951; N -0.1433; O -0.0307; C -0.2878; C -0.0286; N -0.2238; O -0.1794; H 0.0780; H 0.0863; H 0.0981; H 0.0525; H 0.0696; H 0.0842; H 0.0797; O -0.2341; S 0.9211; O -0.4642; N -0.1340; C -0.4934; O -0.1556; C -0.0832; C -0.0172; C -0.0772; C -0.0705; C 0.0028; C -0.2803; H 0.0633; H 0.0975; H 0.1054; H 0.1218; I 0.9269; C -0.7051; C -0.1152; C -0.0340; C -0.0994; N 0.0334; C -0.1842; H 0.1036; H 0.1116; H 0.0560; H 0.0831

Record 4
Computed, not measured: 3 unconnected molecules or ions with the total composition C12H15F9O6, with ωB97M-V with the def2-TZVPD basis set.

Summary:
SMILES: CCOC(=O)C(F)(F)F.CCOC(=O)C(F)(F)F.CCOC(=O)C(F)(F)F
Energy above the lowest of the compared OMol25 structures with the same formula, charge and spin in kcal per mole: 6.2

```
! wB97M-V def2-TZVPD RIJCOSX def2/J DEFGRID3
* xyz 0 1
C 21.603 5.579 -11.633
C 20.334 4.913 -11.144
O 19.210 5.019 -12.023
C 19.335 4.630 -13.278
O 20.293 4.165 -13.807
C 17.979 4.744 -14.002
F 18.146 4.969 -15.303
F 17.358 3.554 -13.848
F 17.193 5.700 -13.497
H 22.311 5.676 -10.813
H 21.356 6.540 -12.087
H 22.107 5.015 -12.419
H 20.037 5.475 -10.256
H 20.458 3.888 -10.792
C 14.135 3.510 -10.521
C 15.571 3.125 -10.802
O 15.799 1.822 -10.200
C 16.995 1.320 -10.399
O 17.882 1.812 -11.027
C 17.165 -0.030 -9.667
F 16.851 -1.039 -10.499
F 18.420 -0.179 -9.271
F 16.377 -0.109 -8.595
H 13.402 2.759 -10.801
H 13.956 4.447 -11.051
H 14.017 3.730 -9.458
H 16.244 3.817 -10.302
H 15.746 3.034 -11.870
C 12.783 6.265 -7.695
C 11.549 6.596 -8.517
O 11.858 7.665 -9.428
C 10.869 8.472 -9.762
O 9.781 8.533 -9.275
C 11.271 9.424 -10.916
F 10.313 9.397 -11.842
F 11.398 10.678 -10.475
F 12.419 9.068 -11.500
H 13.493 5.602 -8.191
H 12.451 5.681 -6.832
H 13.291 7.158 -7.343
H 10.774 6.924 -7.824
H 11.178 5.747 -9.086
*
```

Okay, here come the natural (NBO) numbers, in e, for every atom: C -0.6447; C -0.0766; O -0.4765; C 0.6982; O -0.5366; C 0.8981; F -0.2989; F -0.3169; F -0.3083; H 0.2216; H 0.2149; H 0.2339; H 0.1917; H 0.2016; C -0.6267; C -0.0770; O -0.4792; C 0.6960; O -0.5503; C 0.8988; F -0.3118; F -0.2992; F -0.3071; H 0.2241; H 0.2233; H 0.2059; H 0.1956; H 0.2062; C -0.6267; C -0.0842; O -0.4803; C 0.6981; O -0.5398; C 0.8978; F -0.3043; F -0.3058; F -0.3081; H 0.2083; H 0.2205; H 0.2256; H 0.2060; H 0.1930

no.,energy (hartree)
1,-270.4395
2,-4634.3785
3,-10203.3835
4,-1816.5363